Record 1
This record from OMol25 describes a cluster of 2 separate species, C2H3N3S in total at a distorted geometry. The level of theory is ωB97M-V/def2-TZVPD.

Each atom is followed by the atoms it is bonded to, with distances in Å.
Cartesian coordinates (Å):
1 C -1.35 0.16 2.09  N3 1.136
2 C -1.73 1.03 0.04  N5 1.271, S6 1.519
3 N -1.37 0.07 3.22  C1 1.136
4 N 0.38 -0.06 0.22  N5 1.397, H7 1.008, H8 1.031
5 N -0.54 0.81 -0.36  C2 1.271, N4 1.397, H9 1.012
6 S -3.12 1.56 -0.25  C2 1.519
7 H -0.19 -0.78 0.64  N4 1.008
8 H 0.98 0.47 0.87  N4 1.031
9 H -0.41 1.26 -1.26  N5 1.012

Results
HOMO-LUMO gap = 0.3316 hartree
E = -640.31262 a.u.
ΔE to the lowest compared entry with this formula, charge and spin = 92.3 kcal/mol

Record 2
This record from OMol25 describes an isolated molecule of C2H3N3S at a distorted geometry. The level of theory is ωB97M-V/def2-TZVPD.

Each atom is followed by the atoms it is bonded to, with distances in Å.
Cartesian coordinates (Å):
1 S -2.07 -0.25 0.01  C2 1.709, H7 1.377
2 C -0.37 -0.08 -0.14  S1 1.709, C3 1.397, N6 1.277
3 C 0.58 0.92 0.05  C2 1.397, N4 1.325, H8 1.110
4 N 1.78 0.38 -0.04  C3 1.325, N5 1.345
5 N 1.64 -0.95 0.04  N4 1.345, N6 1.315
6 N 0.34 -1.14 -0.11  C2 1.277, N5 1.315, H9 1.024
7 H -2.32 1.09 -0.12  S1 1.377
8 H 0.45 2.03 0.03  C3 1.110
9 H -0.04 -2.00 0.29  N6 1.024

Results
SMILES = Sc1cnn[nH]1
HOMO-LUMO gap = 0.3458 hartree
E = -640.40125 a.u.
ΔE to the lowest compared entry with this formula, charge and spin = 36.7 kcal/mol

Record 3
This record from OMol25 describes an isolated molecule of C2H3N3S at a distorted geometry. The level of theory is ωB97M-V/def2-TZVPD.

Each atom is followed by the atoms it is bonded to, with distances in Å.
Cartesian coordinates (Å):
1 C 0.49 -0.13 -0.01  N3 1.254, N4 1.392, H8 1.116
2 C -3.18 -0.23 -0.06  N5 1.192, S6 1.511
3 N 1.00 -1.28 -0.01  C1 1.254, H9 1.027
4 N -0.79 0.42 -0.03  C1 1.392, N5 1.430, H7 0.995
5 N -2.00 -0.34 0.06  C2 1.192, N4 1.430
6 S -4.68 -0.07 -0.09  C2 1.511
7 H -0.85 1.40 0.15  N4 0.995
8 H 1.26 0.67 -0.02  C1 1.116
9 H 0.41 -2.12 0.02  N3 1.027

Results
HOMO-LUMO gap (alpha / beta) = 0.2337 / 0.2491 hartree
2S+1 = 3
E = -640.25897 a.u.
ΔE to the lowest compared entry with this formula, charge and spin = 26.5 kcal/mol

- Which value of ΔE to the lowest compared entry with this formula, charge and spin does entry 1 give?
  92.3 kcal/mol